Below is a structure of composition C13H6ILiN3S2 at a distorted geometry, with properties calculated with the ωB97M-V functional and the def2-TZVPD basis.

For the HOMO energy, the calculation gives -3.7 eV.

```
! RIJCOSX wB97M-V def2-TZVPD def2/J DEFGRID3
* xyz -1 1
Li 0.992 -0.163 0.894
S -0.567 -1.764 0.561
C -1.889 -0.702 0.268
C -3.096 -1.343 0.003
C -4.278 -0.650 -0.228
C -5.463 -1.370 -0.430
N -6.409 -2.009 -0.577
C -4.248 0.764 -0.230
C -3.041 1.413 0.007
C -1.856 0.724 0.275
S -0.448 1.662 0.604
C -5.427 1.494 -0.446
N -6.390 2.103 -0.607
H -3.096 -2.425 -0.003
H -3.012 2.495 -0.003
I 3.204 -3.098 1.011
C 3.826 -1.179 0.402
C 5.040 -1.043 -0.246
C 5.432 0.235 -0.621
C 4.620 1.311 -0.263
C 3.427 1.058 0.381
N 3.021 -0.172 0.700
H 5.650 -1.907 -0.458
H 6.354 0.392 -1.163
H 4.909 2.325 -0.492
H 2.744 1.846 0.663
*
```